The following is a quantum chemistry calculation of CuH3IOP2 as an isolated structure in a non-equilibrium geometry, from OMol25.

Calculated values
total energy = -2697.1287 a.u.
HOMO level (alpha / beta) = -19.048 / -19.414 eV
⟨S²⟩ = 0.7576
multiplicity = 2
total charge = +2

Each line ends with the natural charge from an NBO analysis.
Cartesian coordinates (Å):
1 O 0.95676 -1.34177 0.48088  -0.974
2 P 0.53425 0.07057 1.07690  0.926
3 P 0.28793 1.58582 -0.53767  0.081
4 I -1.40851 -0.12547 2.31248  0.379
5 H 0.21295 -1.96566 0.43084  0.525
6 H 1.01271 1.01474 -1.59915  0.071
7 H -1.07643 1.56274 -0.89568  0.073
8 Cu -0.51965 -0.80098 -1.26861  0.920


The following is a quantum chemistry calculation of F10H14N5Na3O27S10 as an isolated structure in a non-equilibrium geometry, from OMol25.

Calculated values
total energy = -7780.9712 a.u.
HOMO level (alpha / beta) = -7.185 / -7.185 eV
⟨S²⟩ = 0.7603
multiplicity = 2
total charge = -1

Each line ends with the natural charge from an NBO analysis.
Cartesian coordinates (Å):
1 Na -2.23749 1.74959 -1.11990  0.943
2 Na -0.25889 -3.80735 -0.19869  0.962
3 Na -2.09366 -1.23308 -1.78046  0.927
4 N -3.73412 0.28163 -2.55432  -1.270
5 S -3.40473 0.58310 -4.18181  2.345
6 O -3.15346 2.02402 -4.39070  -0.850
7 O -3.92475 -0.24070 -5.27131  -0.797
8 F -1.80795 0.06117 -4.02232  -0.539
9 S -5.22804 0.50350 -2.54188  2.404
10 O -6.10176 -0.64070 -2.94456  -0.854
11 O -5.62486 1.88571 -2.82607  -0.875
12 F -5.46100 0.44677 -0.90815  -0.516
13 N 4.92166 4.15705 -2.17749  -1.051
14 S 4.92593 2.50696 -2.03414  2.357
15 O 4.31007 1.76769 -3.12859  -0.903
16 O 4.80979 2.03559 -0.68815  -0.884
17 F 6.48158 2.29107 -2.33140  -0.504
18 S 3.46036 4.17872 -2.01550  2.399
19 O 3.10824 4.27970 -0.59657  -0.922
20 O 2.51167 3.68458 -2.98351  -0.933
21 F 3.32409 5.78092 -2.35625  -0.552
22 N 0.92675 -2.57126 5.73325  -0.607
23 S 0.84876 -1.01093 5.07043  2.288
24 O 1.95152 -0.55009 4.20478  -0.793
25 O 0.24162 -0.02539 5.96315  -0.770
26 F -0.27178 -1.23281 3.97449  -0.445
27 S 2.44541 -2.35038 6.20740  2.301
28 O 2.80777 -1.28815 7.13286  -0.766
29 O 3.40839 -2.91106 5.21758  -0.728
30 F 2.30696 -3.57919 7.22436  -0.483
31 N -2.51690 -3.24966 -0.49482  -1.256
32 S -3.50185 -3.37166 0.67871  2.403
33 O -3.56718 -4.64476 1.43652  -0.857
34 O -4.62642 -2.52451 0.73094  -0.857
35 F -2.49452 -2.54629 1.64373  -0.527
36 S -3.29939 -4.36949 -1.39991  2.325
37 O -4.61600 -3.94015 -1.94699  -0.812
38 O -2.96420 -5.76517 -1.15487  -0.852
39 F -2.44461 -4.15437 -2.76659  -0.525
40 N -0.45758 0.28854 -0.69581  -1.249
41 S 0.08759 -0.04224 0.64810  2.434
42 O 0.79773 0.93570 1.46426  -0.859
43 O 0.47145 -1.45719 0.75940  -0.989
44 F -1.35958 -0.14129 1.44684  -0.515
45 S 1.11763 0.60620 -1.30105  2.350
46 O 2.07986 -0.50104 -1.37497  -0.828
47 O 1.52101 1.94669 -0.88014  -0.828
48 F 0.69553 0.59503 -2.84290  -0.459
49 O -0.49138 3.60749 0.03729  -1.003
50 H 0.25308 3.09832 -0.28326  0.511
51 H -0.30506 4.50487 -0.23880  0.500
52 O 3.48898 1.86103 2.80404  -0.931
53 H 2.72974 1.51181 2.33732  0.477
54 H 3.47173 1.42068 3.65377  0.456
55 O -3.38657 1.79144 1.24115  -0.980
56 H -4.00550 1.22227 1.69854  0.491
57 H -2.92950 2.25952 1.93989  0.498
58 O 0.16365 -4.15081 2.25184  -0.930
59 H 0.93518 -3.80629 1.80208  0.466
60 H 0.27977 -5.10077 2.23411  0.475
61 O 1.74251 1.88156 -5.29225  -0.957
62 H 2.13712 2.31243 -4.53405  0.499
63 H 0.94231 2.37886 -5.46137  0.457
64 O -0.83057 3.68207 2.83995  -0.974
65 H -0.89835 3.66366 1.88533  0.487
66 H -0.07586 3.12751 3.03769  0.475
67 O 3.90900 -3.25835 -2.18637  -0.940
68 H 4.27352 -3.97953 -1.67329  0.458
69 H 4.18532 -2.46895 -1.72083  0.485


The following is a quantum chemistry calculation of F14KN7Na3O28S14 as an isolated structure in a non-equilibrium geometry, from OMol25.

Calculated values
total energy = -10549.4808 a.u.
HOMO level (alpha / beta) = -6.185 / -6.185 eV
⟨S²⟩ = 0.7628
multiplicity = 2
total charge = -2

Each line ends with the natural charge from an NBO analysis.
Cartesian coordinates (Å):
1 Na 1.70341 -3.29647 2.78574  0.955
2 Na -1.71609 -2.80041 -2.84045  0.981
3 Na -1.44516 2.01212 1.85705  0.971
4 K -1.20491 1.95598 -3.57202  0.967
5 N -1.00483 -2.16363 -5.03591  -1.169
6 S 0.75405 -1.88511 -5.11612  2.341
7 O 1.19828 -0.49356 -5.12970  -0.869
8 O 1.57611 -2.86856 -5.77340  -0.849
9 F 0.93704 -2.14673 -3.51723  -0.515
10 S -1.31884 -1.11618 -6.14711  2.435
11 O -0.68222 -1.26996 -7.42335  -0.872
12 O -1.68486 0.23476 -5.67321  -0.963
13 F -2.79575 -1.73606 -6.34512  -0.519
14 N -1.06641 4.50765 -3.08080  -1.154
15 S -1.28856 5.48667 -4.44458  2.344
16 O -0.26237 5.47953 -5.52418  -0.858
17 O -1.95194 6.72423 -4.29523  -0.872
18 F -2.48411 4.48730 -4.99072  -0.532
19 S 0.15097 5.28666 -2.63292  2.389
20 O -0.23508 6.57002 -2.01434  -0.897
21 O 1.43088 5.17383 -3.38178  -0.892
22 F 0.43032 4.31045 -1.40596  -0.512
23 N 2.15411 -1.74081 4.71522  -1.158
24 S 2.21149 -0.22656 4.57228  2.414
25 O 3.45138 0.36140 5.05092  -0.897
26 O 0.96678 0.56073 4.60487  -0.891
27 F 2.39211 -0.37291 2.93152  -0.546
28 S 1.23947 -1.74856 6.10865  2.320
29 O -0.21532 -1.92898 5.82714  -0.839
30 O 1.59470 -1.08879 7.37638  -0.863
31 F 1.74144 -3.27901 6.49429  -0.520
32 N -3.44666 1.61598 3.53636  -1.109
33 S -4.79290 1.18553 3.00907  2.340
34 O -5.94773 0.97427 3.91937  -0.865
35 O -4.83137 0.44495 1.72621  -0.919
36 F -5.21907 2.63542 2.45594  -0.536
37 S -3.34443 0.12395 4.29904  2.293
38 O -3.03325 -1.03969 3.46529  -0.843
39 O -3.93702 -0.13637 5.60375  -0.835
40 F -1.83805 0.45494 4.74441  -0.510
41 N -0.58789 0.45688 0.47871  -1.181
42 S 0.57828 0.69298 -0.44352  2.461
43 O 0.28248 0.50381 -1.83536  -0.988
44 O 1.89225 0.36897 0.03918  -0.881
45 F 0.60538 2.25463 -0.36010  -0.505
46 S -0.43053 -1.24724 0.35048  2.427
47 O 0.28461 -1.81325 1.48848  -0.911
48 O -0.28222 -1.84357 -0.94010  -0.931
49 F -1.91458 -1.49422 0.79133  -0.454
50 N 5.23325 2.20060 -2.59863  -0.716
51 S 4.15389 3.27777 -2.64361  2.341
52 O 3.21132 3.33256 -1.54571  -0.693
53 O 3.75731 3.73227 -3.98182  -0.686
54 F 5.11408 4.47058 -2.21381  -0.484
55 S 4.16523 1.11424 -3.47268  2.317
56 O 4.39795 1.20842 -4.88222  -0.818
57 O 2.81848 1.01907 -2.95331  -0.796
58 F 4.79646 -0.35622 -3.10042  -0.468
59 N 0.20790 -5.10177 2.87963  -1.138
60 S -1.46361 -4.81581 2.67922  2.285
61 O -2.14903 -3.81101 3.50580  -0.792
62 O -2.19483 -6.05080 2.30402  -0.880
63 F -1.36468 -4.08721 1.18008  -0.539
64 S -0.05392 -5.68766 4.27048  2.344
65 O -0.25892 -7.14771 4.37492  -0.886
66 O -0.51591 -4.75480 5.32401  -0.830
67 F 1.53143 -5.66934 4.56589  -0.546


The following is a quantum chemistry calculation of F2FeH12O8P as an isolated structure in a non-equilibrium geometry, from OMol25.

Calculated values
total energy = -2413.1376 a.u.
HOMO level (alpha / beta) = -17.579 / -16.670 eV
⟨S²⟩ = 8.8289
multiplicity = 6
total charge = +2
energy above the lowest of the compared OMol25 structures with the same formula, charge and spin = 10.07 kJ/mol

Each line ends with the natural charge from an NBO analysis.
Cartesian coordinates (Å):
1 Fe -0.30218 -0.27096 0.30214  1.779
2 O 0.44224 -1.62416 -0.62354  -0.529
3 P 1.67638 -1.44126 -1.71154  1.956
4 O 1.21472 -0.33921 -0.73208  -0.646
5 F 0.61029 -2.11929 -2.61781  -0.526
6 F 2.05350 -2.84142 -1.10007  -0.524
7 O -1.08327 -1.90035 1.40646  -0.946
8 H -1.09898 -2.62145 0.69628  0.522
9 H -1.96595 -1.92318 1.79110  0.532
10 O 0.94921 0.19333 2.03744  -0.962
11 H 1.58095 -0.34034 2.53579  0.539
12 H 1.57081 0.90052 1.80097  0.515
13 O -0.19920 1.79450 -0.26551  -0.981
14 H 0.39323 2.16127 -0.90097  0.536
15 H -0.41365 2.57399 0.24748  0.528
16 O 2.17538 1.93876 -1.69477  -0.949
17 H 1.85227 1.17128 -1.20393  0.440
18 H 3.08994 1.91464 -1.92371  0.521
19 O -1.88279 -0.24256 -0.90467  -0.967
20 H -2.66653 -0.83344 -0.89781  0.542
21 H -2.23317 0.57266 -1.32469  0.542
22 O -1.75466 0.74825 1.48571  -0.972
23 H -1.55832 1.17602 2.36368  0.532
24 H -2.45024 1.35239 1.23406  0.520


The following is a quantum chemistry calculation of F2FeN2O6 as an isolated structure in a non-equilibrium geometry, from OMol25.

Calculated values
total energy = -2024.1667 a.u.
HOMO level (alpha / beta) = -6.955 / -6.845 eV
⟨S²⟩ = 8.7607
multiplicity = 6
total charge = -1

Each line ends with the natural charge from an NBO analysis.
Cartesian coordinates (Å):
1 Fe -0.55489 0.57348 0.89875  2.051
2 N -0.90399 -2.16929 0.43870  0.707
3 O -1.04227 -1.40054 1.36331  -0.594
4 O -1.71840 -2.27230 -0.40975  -0.405
5 O 0.08688 -2.92957 0.49768  -0.478
6 N 1.52860 1.61966 -1.37587  0.739
7 O 0.75754 2.54788 -1.90571  -0.528
8 O 2.63350 1.55249 -1.31513  -0.309
9 O 0.92275 0.67890 -0.72156  -0.666
10 F -2.67150 1.12873 0.26172  -0.778
11 F 0.96179 0.67061 2.26788  -0.740


The following is a quantum chemistry calculation of the molecule F2H2NOP in a non-equilibrium geometry, from OMol25.

Calculated values
total energy = -672.3538 a.u.
HOMO level = -11.158 eV
SMILES = N=P(O)(F)F
energy above the lowest of the compared OMol25 structures with the same formula, charge and spin = 158.21 kJ/mol

Each line ends with the natural charge from an NBO analysis.
Cartesian coordinates (Å):
1 N 0.04263 1.48883 -0.47181  -1.290
2 O 0.99941 -1.27212 -0.52714  -0.905
3 F -0.14013 -0.36532 1.53971  -0.564
4 F -1.46411 -0.68529 -0.41524  -0.543
5 P -0.13661 0.03600 -0.04308  2.401
6 H -0.88896 2.01265 -0.30198  0.416
7 H 1.58778 -1.21473 0.21955  0.485